# 1
ORCA calculation (wB97M-V/def2-TZVPD) on an isolated ion of composition CH2NO4S and charge -1.

Each line ends with the Löwdin charge.
Atoms and positions in Å:
C 0.04897 -0.24845 0.42988  0.05
N -0.92371 -1.00883 -0.04666  -0.50
O -2.83542 0.44826 -1.25861  -0.49
O -0.80108 -1.71339 -1.09504  -0.09
O -1.99801 -1.19884 0.68854  -0.28
O -4.18400 0.38270 0.80206  -0.51
S -3.47111 -0.37897 -0.22006  0.73
H 0.94024 -0.12166 -0.02500  0.03
H -0.29474 0.19953 1.32364  0.06

Atomic forces in eV per Å
-4.4 -0.8 1.2
3.2 -1.3 -1.2
0.0 -0.2 1.1
-0.3 0.6 0.6
-0.2 0.7 0.7
0.7 0.1 0.4
-1.8 0.1 -1.9
2.4 0.2 -1.6
0.4 0.7 0.7

Summary:
largest force on an atom = 0.0902 hartree/bohr
relative energy (zero: lowest compared OMol25 entry of this formula, charge and spin) = 94.0 kcal/mol
HOMO energy = -0.1627 hartree
charge = -1
HOMO-LUMO gap = 8.5 eV


# 2
ORCA calculation (wB97M-V/def2-TZVPD) on CH2NOS as an isolated structure.

Each line ends with the Löwdin charge.
Atoms and positions in Å:
O -1.80496 0.79910 0.50609  0.29
C -1.22295 -0.12346 0.12910  -0.32
N -0.42038 -1.13104 -0.05513  -0.18
S 1.15234 -0.41108 -0.34705  1.12
H 1.45420 0.15937 0.89836  0.04
H 0.84174 0.70712 -1.13138  0.04

Atomic forces in eV per Å
0.3 -1.7 -1.2
1.0 -0.1 1.7
-0.4 2.6 -0.5
-0.9 -0.5 0.2
-0.4 0.1 -1.1
0.4 -0.5 0.9

Summary:
largest force on an atom = 0.0528 hartree/bohr
relative energy (zero: lowest compared OMol25 entry of this formula, charge and spin) = 0.0 kcal/mol
HOMO energy = -0.6372 hartree
charge = +1
HOMO-LUMO gap = 11.0 eV


# 3
ORCA calculation (wB97M-V/def2-TZVPD) on an isolated ion of composition CH2NOS and charge +1.

Each line ends with the Löwdin charge.
Atoms and positions in Å:
N 1.97285 -0.49460 0.25813  0.26
C 1.22482 0.29853 0.01361  -0.36
O 0.21325 0.93618 -0.63124  -0.29
S -1.22359 0.22928 -0.19826  1.26
H -1.06316 -1.07814 -0.61400  0.07
H -1.12415 0.10876 1.17174  0.06

Atomic forces in eV per Å
3.2 -2.8 1.7
-3.4 2.9 -2.7
-0.2 -0.9 1.7
-0.3 0.8 -0.7
0.3 0.4 0.6
0.3 -0.3 -0.5

Summary:
largest force on an atom = 0.1005 hartree/bohr
relative energy (zero: lowest compared OMol25 entry of this formula, charge and spin) = 45.6 kcal/mol
HOMO energy = -0.6493 hartree
charge = +1
HOMO-LUMO gap = 10.4 eV


# 4
ORCA calculation (wB97M-V/def2-TZVPD) on CH2O2 in the gas phase.

Each line ends with the Löwdin charge.
Atoms and positions in Å:
C 0.22921 -0.35865 0.02427  -0.40
H -0.91025 1.16683 -0.00834  0.11
H 0.78900 -0.95960 -0.64866  0.13
O -0.35758 0.65101 -0.58406  0.10
O 0.24961 -0.49959 1.21679  0.07

Atomic forces in eV per Å
0.3 0.8 2.0
-0.3 0.3 0.9
0.4 -0.7 -0.9
-0.1 0.0 -1.9
-0.2 -0.4 -0.1

Summary:
largest force on an atom = 0.0417 hartree/bohr
relative energy (zero: lowest compared OMol25 entry of this formula, charge and spin) = 1.3 kcal/mol
HOMO energy = -0.4024 hartree
SMILES string = O=CO
charge = 0
HOMO-LUMO gap = 11.8 eV


# 5
ORCA calculation (wB97M-V/def2-TZVPD) on a 2-piece molecular cluster, CH2O2S overall.

Each line ends with the Löwdin charge.
Atoms and positions in Å:
C 1.01410 -0.50268 -0.55815  -0.20
O -0.00921 -0.04395 -0.28843  -0.07
O -2.29919 1.66831 0.76078  -0.67
S -1.86627 0.66717 1.65056  0.73
H 1.18002 -1.37704 -1.55599  0.14
H 1.98055 -0.41181 -0.00877  0.08

Atomic forces in eV per Å
3.7 -4.3 -3.2
-2.5 1.4 0.5
-1.5 3.6 -3.2
1.3 -3.5 3.4
-0.6 2.3 2.3
-0.4 0.4 0.1

Summary:
largest force on an atom = 0.1272 hartree/bohr
relative energy (zero: lowest compared OMol25 entry of this formula, charge and spin) = 93.7 kcal/mol
HOMO energy (spin up / spin down) = -0.3127 / -0.3113 hartree
SMILES string = C=O.O=S
charge = 0
HOMO-LUMO gap (spin up / spin down) = 7.7 / 7.7 eV


# 6
ORCA calculation (wB97M-V/def2-TZVPD) on a 2-piece molecular cluster, CH2O2S2 overall.

Each line ends with the Löwdin charge.
Atoms and positions in Å:
C 0.32101 -0.56515 0.61271  -0.33
O -1.76895 1.56127 -0.36738  -0.71
O 2.74412 -0.57881 -0.28014  -0.56
S -2.53433 1.44634 -1.61890  0.73
S 1.63202 -1.39105 0.17462  0.85
H -0.63500 -1.00100 0.78124  0.01
H 0.24113 0.52839 0.69785  0.03

Atomic forces in eV per Å
0.5 1.2 -0.1
0.2 0.1 0.4
0.8 0.5 0.0
-0.2 0.0 -0.4
-1.6 -0.3 0.1
-0.2 -1.1 0.3
0.6 -0.5 -0.3

Summary:
largest force on an atom = 0.0311 hartree/bohr
relative energy (zero: lowest compared OMol25 entry of this formula, charge and spin) = 63.6 kcal/mol
HOMO energy (spin up / spin down) = -0.3540 / -0.3548 hartree
charge = 0
HOMO-LUMO gap (spin up / spin down) = 7.8 / 7.8 eV


# 7
ORCA calculation (wB97M-V/def2-TZVPD) on CH2O2S2 as an isolated structure.

Each line ends with the Löwdin charge.
Atoms and positions in Å:
C 0.60456 0.00308 -0.00050  -0.60
O -0.77272 -2.21451 0.56407  -0.57
O -0.82957 2.19293 -0.56732  -0.58
S -0.67951 -1.23226 -0.51290  0.83
S -0.70717 1.22310 0.51625  0.83
H 1.19705 -0.35877 0.82821  0.05
H 1.18737 0.38643 -0.82780  0.05

Atomic forces in eV per Å
-1.4 0.1 0.0
-0.1 -0.8 0.7
-0.1 0.9 -0.8
0.7 1.3 -0.2
0.8 -1.4 0.3
0.0 -0.2 0.1
0.0 0.1 -0.1

Summary:
largest force on an atom = 0.0327 hartree/bohr
relative energy (zero: lowest compared OMol25 entry of this formula, charge and spin) = 40.9 kcal/mol
HOMO energy (spin up / spin down) = -0.3322 / -0.3316 hartree
charge = 0
HOMO-LUMO gap (spin up / spin down) = 7.8 / 7.8 eV


# 8
ORCA calculation (wB97M-V/def2-TZVPD) on CH2O2S2 in the gas phase.

Each line ends with the Löwdin charge.
Atoms and positions in Å:
C 0.39680 -0.27234 0.69101  -0.36
O 2.48670 -1.83312 0.70165  -0.32
O 1.92995 -0.92438 -1.48655  -0.32
S -1.17132 0.36784 -0.70721  0.53
S 1.49134 -1.27366 -0.16881  0.69
H -0.15419 -0.84706 1.40755  -0.01
H -0.54149 -0.18836 -1.77271  -0.21

Atomic forces in eV per Å
-2.0 -0.1 -4.1
-0.5 -0.7 0.0
-1.0 -0.1 -0.2
2.5 -1.0 1.7
1.2 1.8 1.4
-0.1 -0.2 0.8
-0.2 0.3 0.3

Summary:
largest force on an atom = 0.0887 hartree/bohr
relative energy (zero: lowest compared OMol25 entry of this formula, charge and spin) = 78.2 kcal/mol
HOMO energy (spin up / spin down) = -0.3568 / -0.3568 hartree
SMILES string = O=S(=O)=CS
charge = 0
HOMO-LUMO gap (spin up / spin down) = 7.6 / 7.6 eV


# 9
ORCA calculation (wB97M-V/def2-TZVPD) on a 2-piece molecular cluster, CH2O2S2 overall.

Each line ends with the Löwdin charge.
Atoms and positions in Å:
C 0.80346 -0.21089 0.06547  -0.74
O -0.40495 1.91236 1.19955  -0.42
O -1.87396 0.02034 0.71303  -0.41
S 0.71349 -1.44482 -0.96615  0.72
S -0.71971 0.82544 0.28190  0.65
H 1.94047 0.88090 -0.99105  0.23
H -0.45881 -1.98333 -0.30274  -0.02

Atomic forces in eV per Å
2.3 4.0 -1.8
0.0 -0.4 -1.1
1.3 0.1 -1.1
-1.7 -2.9 -0.1
-1.0 1.0 2.6
-2.2 -2.0 2.4
1.4 0.3 -1.0

Summary:
largest force on an atom = 0.0956 hartree/bohr
relative energy (zero: lowest compared OMol25 entry of this formula, charge and spin) = 134.4 kcal/mol
HOMO energy (spin up / spin down) = -0.3461 / -0.3514 hartree
charge = 0
HOMO-LUMO gap (spin up / spin down) = 7.1 / 7.3 eV


# 10
ORCA calculation (wB97M-V/def2-TZVPD) on CH2O3 in the gas phase.

Each line ends with the Löwdin charge.
Atoms and positions in Å:
C -0.81093 -0.33238 -0.14637  -0.28
O -2.00049 -0.38632 0.10405  0.09
O 1.33092 0.83144 -0.06928  0.01
O -0.06505 0.80777 0.10910  -0.07
H 1.62712 0.12148 0.53837  0.11
H -0.08156 -1.04198 -0.53587  0.14

Atomic forces in eV per Å
-0.6 0.7 0.6
3.1 0.2 -0.8
0.2 -1.6 -0.2
-2.3 1.2 0.9
0.1 0.5 -0.2
-0.5 -1.0 -0.3

Summary:
largest force on an atom = 0.0618 hartree/bohr
relative energy (zero: lowest compared OMol25 entry of this formula, charge and spin) = 92.4 kcal/mol
HOMO energy = -0.4137 hartree
SMILES string = O=COO
charge = 0
HOMO-LUMO gap = 11.6 eV


# 11
ORCA calculation (wB97M-V/def2-TZVPD) on CH2O3 in the gas phase.

Each line ends with the Löwdin charge.
Atoms and positions in Å:
C 0.04422 0.14981 -0.08656  -0.65
H 1.68975 -0.65667 -0.07437  0.11
H -1.81052 0.43723 0.36039  0.14
O 0.79278 -0.93151 -0.02406  0.16
O -1.27460 -0.22685 -0.11552  0.12
O 0.55837 1.22799 -0.05988  0.12

Atomic forces in eV per Å
-0.3 -0.3 0.6
1.3 0.5 -0.1
0.4 -0.1 -0.6
-1.3 -2.0 -0.3
0.9 0.8 0.5
-1.0 1.1 -0.1

Summary:
largest force on an atom = 0.0462 hartree/bohr
relative energy (zero: lowest compared OMol25 entry of this formula, charge and spin) = 5.8 kcal/mol
HOMO energy = -0.4127 hartree
SMILES string = O=C(O)O
charge = 0
HOMO-LUMO gap = 11.7 eV


# 12
ORCA calculation (wB97M-V/def2-TZVPD) on CH2O3P2 in the gas phase.

Each line ends with the Löwdin charge.
Atoms and positions in Å:
C -0.03555 -1.18121 -1.25367  -0.14
O -0.50424 -1.96932 -0.58489  0.15
O 1.11223 1.21375 -2.16928  -0.41
O 0.29689 0.50748 0.05349  -0.82
P -0.10624 0.69432 -1.58726  0.63
P -0.47692 0.76254 1.51383  0.77
H 0.76614 0.57199 2.01444  -0.12
H -1.05231 -0.59954 2.01333  -0.07

Atomic forces in eV per Å
-0.3 -3.2 1.1
0.3 0.1 -0.9
1.1 0.4 -1.1
-0.7 0.2 -0.4
-1.0 2.1 1.0
-1.2 -0.7 -0.2
0.9 -0.2 1.6
1.0 1.4 -1.0

Summary:
largest force on an atom = 0.0667 hartree/bohr
relative energy (zero: lowest compared OMol25 entry of this formula, charge and spin) = 58.1 kcal/mol
HOMO energy (spin up / spin down) = -0.3487 / -0.3487 hartree
charge = 0
HOMO-LUMO gap (spin up / spin down) = 8.4 / 8.4 eV


Q: Look up the relative energy (zero: lowest compared OMol25 entry of this formula, charge and spin) of the eighth one.
A: 78.2 kcal/mol


Q: Number 1 is which compound?
A: CH2NO4S